No. 1
18
Properties=species:S:1:pos:R:3:forces:R:3:lowdin_charge:R:1 method="wB97M-V/def2-TZVPD" multiplicity=1 de_lowest_kj_mol=388.41 lumo_energy_ev=0.94 e_homo_ha=-0.2209 gap_ev=6.95 total_energy_ha=-326.9834 molar_mass_da=101.149 max_force_ha_per_bohr=0.016
C -0.7244 -1.9376 -0.5345 0.00 -0.19 -0.01 -0.12
C -0.3454 -0.5105 -0.6958 0.17 -0.15 -0.20 -0.19
C -1.3757 1.9944 0.3025 -0.25 0.07 0.25 -0.10
N 0.7557 0.0242 -0.1506 -0.25 -0.12 0.01 -0.18
C 1.7352 -0.8303 0.5243 0.04 -0.08 0.06 -0.01
C 0.9364 1.3392 -0.1072 -0.46 0.06 0.57 -0.21
O -0.1531 2.0947 -0.4429 0.66 0.24 -0.40 -0.15
H -0.7227 -2.2651 0.5147 0.02 -0.01 -0.14 0.07
H -1.7493 -2.0554 -0.8959 0.13 -0.07 0.03 0.07
H -0.0974 -2.6367 -1.1049 -0.06 -0.08 0.06 0.07
H -0.8715 0.1495 -1.3685 -0.09 -0.17 0.19 0.10
H -1.6666 3.0303 0.4357 -0.17 0.10 0.21 0.08
H -2.1939 1.4781 -0.2224 0.50 0.07 -0.17 0.08
H -1.2872 1.5086 1.2801 0.37 0.08 -0.10 0.09
H 1.2907 -1.2259 1.4398 0.05 0.03 -0.10 0.10
H 2.0242 -1.6634 -0.1188 -0.09 0.14 0.02 0.10
H 2.6200 -0.2470 0.7841 -0.19 0.00 -0.08 0.09
H 1.8251 1.7528 0.3601 -0.37 0.08 -0.19 0.11

---

No. 2
18
Properties=species:S:1:pos:R:3:forces:R:3:lowdin_charge:R:1 method="wB97M-V/def2-TZVPD" multiplicity=1 de_lowest_kj_mol=155.00 lumo_energy_ev=0.84 e_homo_ha=-0.3567 gap_ev=10.54 total_energy_ha=-327.0723 smiles="CC(C)[C@H](N)C=O" molar_mass_da=101.149 max_force_ha_per_bohr=0.057
C -1.7273 0.9443 0.8920 -2.15 1.72 1.00 -0.12
C -0.7543 -0.0701 0.4546 2.43 -0.31 0.94 -0.42
C -1.4247 -1.1928 -0.3469 -0.04 0.78 0.67 -0.06
C 0.4999 0.6276 -0.1975 -1.24 -0.03 -0.36 -0.32
N 0.3835 0.8036 -1.6666 -0.14 -0.47 0.61 0.04
C 1.7393 -0.2040 0.0609 0.23 -1.07 -0.84 -0.22
O 1.9248 -0.9309 0.9990 -0.17 0.37 0.66 0.06
H -2.1531 1.5122 0.0384 -0.34 -0.61 0.32 0.09
H -2.4984 0.5422 1.5862 -0.17 -0.30 -1.15 0.09
H -1.4513 1.7641 1.5701 1.25 -0.20 -0.28 0.08
H -0.2663 -0.4759 1.3614 -0.55 -0.26 -0.23 0.13
H -2.0864 -0.7342 -1.0792 -0.13 -0.15 -0.20 0.07
H -2.0423 -1.7436 0.3767 0.18 -0.15 -0.48 0.09
H -0.7202 -1.8393 -0.8597 0.06 -0.26 0.11 0.08
H 0.5408 1.6114 0.2982 0.45 -0.26 -0.26 0.15
H -0.5462 1.1728 -1.8518 0.13 0.35 -0.02 0.07
H 0.2842 -0.1557 -2.0000 0.25 0.14 -0.39 0.06
H 2.4392 -0.3376 -0.7926 -0.05 0.71 -0.07 0.13

---

No. 3
18
Properties=species:S:1:pos:R:3:forces:R:3:lowdin_charge:R:1 method="wB97M-V/def2-TZVPD" multiplicity=1 de_lowest_kj_mol=188.05 lumo_energy_ev=1.12 e_homo_ha=-0.3493 gap_ev=10.63 total_energy_ha=-327.0597 smiles=C[C@H]1CN1CCO molar_mass_da=101.149 max_force_ha_per_bohr=0.008
C 1.8622 0.2341 -1.3918 0.02 0.03 0.00 -0.06
C 1.0493 -0.5405 -0.3869 0.05 -0.10 -0.19 -0.34
C 1.3114 -0.4571 1.0712 0.16 -0.06 0.19 -0.11
N 0.1531 0.1973 0.4899 -0.09 0.01 -0.02 -0.10
C -1.1447 -0.4041 0.7787 -0.08 -0.03 0.08 -0.20
C -2.2030 0.3296 -0.0344 -0.07 -0.40 -0.06 -0.27
O -2.1620 1.7088 0.2408 0.20 0.17 -0.04 -0.07
H 1.2851 0.4281 -2.3024 0.06 -0.03 0.13 0.07
H 2.7615 -0.3268 -1.6702 -0.13 0.08 0.03 0.08
H 2.1713 1.1961 -0.9715 -0.05 -0.14 -0.04 0.08
H 0.6713 -1.5036 -0.7391 0.04 0.15 0.07 0.14
H 2.0875 0.2081 1.4460 -0.11 -0.12 -0.08 0.11
H 1.1373 -1.3480 1.6750 0.00 0.13 -0.10 0.11
H -1.1636 -1.4878 0.5676 0.01 0.16 0.02 0.12
H -1.3516 -0.2601 1.8455 0.01 -0.01 -0.12 0.13
H -2.0454 0.1285 -1.1082 -0.01 0.07 0.15 0.12
H -3.2031 -0.0311 0.2294 0.15 0.03 -0.04 0.12
H -1.2167 1.9284 0.2603 -0.16 0.06 0.02 0.08

---

No. 4
18
Properties=species:S:1:pos:R:3:forces:R:3:lowdin_charge:R:1 method="wB97M-V/def2-TZVPD" multiplicity=1 de_lowest_kj_mol=426.79 lumo_energy_ev=0.87 e_homo_ha=-0.3642 gap_ev=10.78 total_energy_ha=-326.9688 smiles="C=CC(C)(C)NO" molar_mass_da=101.149 max_force_ha_per_bohr=0.095
C 1.9325 -0.9621 0.9691 0.07 0.14 -0.41 0.03
C 1.4281 0.0628 0.2927 0.23 -0.39 -0.18 -0.13
C -0.0206 0.1568 -0.1769 0.27 -0.11 -0.48 -0.63
C -0.1973 1.3317 -1.1458 0.01 -0.17 0.34 -0.04
C -0.5379 -1.1352 -0.8208 -0.13 0.28 0.35 -0.04
N -0.5560 0.4933 1.1215 -3.91 -1.97 2.15 0.05
O -2.2020 0.4498 1.1455 -0.20 1.73 -1.25 -0.14
H 2.9658 -0.9735 1.2817 0.06 0.10 0.11 0.06
H 1.3605 -1.8505 1.1904 -0.13 -0.07 0.02 0.06
H 2.0303 0.9412 0.1071 0.13 0.07 -0.01 0.10
H -1.2536 1.4435 -1.3853 -0.01 0.02 -0.09 0.08
H 0.3715 1.1565 -2.0578 -0.05 -0.03 -0.07 0.08
H 0.1559 2.2564 -0.6915 0.01 0.04 0.05 0.08
H 0.0139 -1.3555 -1.7333 0.01 -0.01 0.00 0.09
H -0.4482 -1.9783 -0.1378 0.07 -0.08 0.01 0.07
H -1.5942 -1.0151 -1.0574 -0.03 0.00 -0.06 0.08
H -1.0367 -0.3573 1.6182 3.53 0.69 -0.35 0.14
H -2.4119 1.3355 1.4802 0.07 -0.25 -0.12 0.06

---

No. 5
18
Properties=species:S:1:pos:R:3:forces:R:3:lowdin_charge:R:1 method="wB97M-V/def2-TZVPD" multiplicity=1 de_lowest_kj_mol=426.78 lumo_energy_ev=-0.36 e_homo_ha=-0.2916 gap_ev=7.58 total_energy_ha=-326.9688 smiles="C=NC(=C)CC.O" molar_mass_da=101.149 max_force_ha_per_bohr=0.083
C -2.9775 -0.4075 0.6558 -0.30 -3.01 -0.79 -0.01
N -2.3096 -0.6135 -0.4184 -0.11 4.23 0.37 0.02
C -0.9194 -0.4250 -0.4114 1.88 -2.28 0.49 -0.39
C -0.1767 -0.3732 0.7037 1.13 -0.75 0.42 0.02
C -0.1973 -0.4487 -1.7766 -2.48 -0.23 -0.98 -0.22
C 0.9798 0.4510 -2.1940 -0.73 0.84 2.14 -0.10
H -3.7992 0.3133 0.7482 -0.22 -0.41 -0.39 0.08
H -2.8952 -1.2105 1.4297 0.40 1.21 0.64 0.09
H 0.8957 -0.4437 0.5511 0.04 0.55 -0.14 0.05
H -0.4046 -0.5998 1.7531 -0.76 0.55 -0.53 0.05
H -0.0407 -1.4802 -2.0722 0.29 -0.42 0.26 0.10
H -1.1146 -0.2091 -2.3675 0.98 0.25 -0.45 0.10
H 1.0826 0.5368 -3.2626 -0.06 -0.11 -0.31 0.06
H 0.7060 1.4261 -1.7583 0.27 0.09 -0.56 0.08
H 1.9569 0.2539 -1.7323 -0.32 -0.51 -0.18 0.07
O 3.3241 1.0890 3.0923 0.00 -0.26 -0.17 -0.06
H 3.2008 1.7514 3.7728 -0.08 0.09 0.16 0.03
H 2.6889 0.3896 3.2866 0.08 0.17 0.01 0.03

---

No. 6
18
Properties=species:S:1:pos:R:3:forces:R:3:lowdin_charge:R:1 method="wB97M-V/def2-TZVPD" multiplicity=1 de_lowest_kj_mol=197.86 lumo_energy_ev=0.69 e_homo_ha=-0.3332 gap_ev=9.76 total_energy_ha=-327.0560 smiles="CC[C@@H](C=O)NC" molar_mass_da=101.149 max_force_ha_per_bohr=0.046
C 1.7286 -1.3210 -0.5589 0.24 -0.26 0.82 -0.10
C 0.4849 -0.4764 -0.7047 -1.42 0.31 -0.98 -0.25
C 0.1249 0.3121 0.5506 0.15 -2.23 0.70 -0.34
C 0.9541 1.5655 0.6801 1.43 -0.57 1.63 -0.22
O 1.8666 1.9032 -0.0287 -0.55 -0.05 -0.72 0.07
N -1.3001 0.5491 0.8694 0.20 1.30 0.19 -0.09
C -2.3212 0.0451 -0.0275 -0.41 -0.32 -0.32 -0.15
H 1.4824 -2.2055 0.0689 0.35 0.65 -0.02 0.09
H 2.4993 -0.6910 -0.0903 0.02 -0.55 -0.05 0.08
H 2.1406 -1.7527 -1.4700 -0.20 0.36 -0.26 0.07
H -0.3748 -1.1233 -0.9548 0.40 0.25 0.00 0.10
H 0.5528 0.2770 -1.4921 0.25 -0.29 -0.38 0.11
H 0.4752 -0.3867 1.3778 0.07 1.04 -0.40 0.16
H 0.9387 2.0196 1.6940 -0.78 0.39 -0.15 0.13
H -1.3882 1.5604 0.8380 -0.35 -0.05 0.31 0.09
H -2.1023 0.3871 -1.0453 -0.47 -0.44 -0.20 0.08
H -3.3326 0.3833 0.2632 0.65 0.32 0.05 0.08
H -2.4289 -1.0457 0.0304 0.43 0.16 -0.22 0.08

---

No. 7
18
Properties=species:S:1:pos:R:3:forces:R:3:lowdin_charge:R:1 method="wB97M-V/def2-TZVPD" multiplicity=1 de_lowest_kj_mol=48.71 lumo_energy_ev=0.88 e_homo_ha=-0.3367 gap_ev=10.04 total_energy_ha=-327.1128 smiles="CCN(C)C(C)=O" molar_mass_da=101.149 max_force_ha_per_bohr=0.006
C -2.1128 0.4097 -0.9215 0.01 0.03 -0.01 -0.09
C -1.4445 -0.3948 0.2083 -0.10 -0.02 0.06 -0.20
N -0.0047 -0.1473 0.3672 0.13 -0.02 -0.28 -0.12
C 0.5179 0.2538 1.6608 0.07 0.03 0.07 -0.05
C 0.7886 -0.3704 -0.7238 -0.03 -0.01 0.04 -0.51
C 2.2857 -0.1188 -0.6068 0.04 0.00 -0.07 -0.01
O 0.3104 -0.7542 -1.7821 0.08 -0.04 0.22 0.04
H -3.1009 0.7731 -0.6206 0.14 -0.09 0.03 0.07
H -2.2241 -0.1932 -1.8239 0.06 0.10 0.14 0.07
H -1.5010 1.2740 -1.1900 -0.08 -0.03 0.07 0.08
H -1.6046 -1.4658 0.0306 0.06 0.14 0.04 0.12
H -1.9154 -0.1563 1.1678 0.17 0.01 -0.12 0.11
H 0.2078 -0.4355 2.4563 -0.06 0.07 -0.19 0.09
H 1.6077 0.2436 1.6363 -0.20 0.03 0.04 0.07
H 0.2031 1.2680 1.9382 -0.05 -0.15 -0.07 0.09
H 2.7085 -0.3406 -1.5864 -0.03 0.04 0.13 0.08
H 2.7636 -0.7660 0.1366 -0.12 0.07 -0.10 0.08
H 2.5149 0.9206 -0.3469 -0.09 -0.15 -0.02 0.09

---

No. 8
18
Properties=species:S:1:pos:R:3:forces:R:3:lowdin_charge:R:1 method="wB97M-V/def2-TZVPD" multiplicity=1 de_lowest_kj_mol=21.72 lumo_energy_ev=0.93 e_homo_ha=-0.3514 gap_ev=10.49 total_energy_ha=-327.1231 smiles="CCCNC(C)=O" molar_mass_da=101.149 max_force_ha_per_bohr=0.008
C -2.6463 0.1253 -0.5317 -0.11 -0.01 0.06 -0.11
C -1.1484 -0.0825 -0.3903 0.01 0.08 -0.11 -0.26
C -0.6178 -0.2714 1.0306 -0.14 0.03 0.03 -0.19
N 0.8342 -0.4263 0.9741 0.12 0.04 -0.13 0.04
C 1.5639 0.5380 0.3258 -0.03 0.13 -0.06 -0.56
C 2.8026 0.0572 -0.3952 0.14 0.05 0.06 0.00
O 1.1952 1.6989 0.2529 0.14 -0.37 0.13 0.04
H -2.8872 0.3291 -1.5799 -0.06 -0.07 0.15 0.07
H -3.2206 -0.7503 -0.2117 0.03 0.10 -0.02 0.07
H -2.9805 0.9897 0.0514 0.02 -0.12 -0.02 0.08
H -0.8190 -0.9380 -0.9971 -0.10 0.09 0.09 0.11
H -0.6444 0.8043 -0.7807 -0.06 -0.14 -0.09 0.10
H -0.8582 0.5941 1.6547 -0.01 -0.08 -0.10 0.12
H -1.0373 -1.1608 1.5155 0.08 0.15 -0.09 0.12
H 1.1797 -1.3698 0.8959 -0.04 0.07 -0.08 0.12
H 2.5241 -0.0882 -1.4458 0.04 0.03 0.16 0.09
H 3.1999 -0.8885 -0.0161 -0.03 0.15 0.02 0.07
H 3.5602 0.8393 -0.3524 -0.01 -0.13 -0.01 0.08